Here is the molecule C23H25N3O5S in a non-equilibrium geometry from OMol25. Energies are from ωB97M-V/def2-TZVPD.

Structure (XYZ):
```
57
Properties=species:S:1:pos:R:3:mulliken_charge:R:1
H 4.639 3.876 1.601 0.33
C -4.843 0.660 2.380 -0.97
C 2.810 -5.317 -0.191 -0.29
H -3.165 2.270 -2.612 0.53
C 1.614 2.047 -0.113 -0.61
C 1.477 0.677 -0.321 -0.11
C -0.878 0.322 -0.480 -0.08
H 0.968 -2.068 1.517 0.34
S -1.351 1.942 -1.137 -0.28
H 2.914 3.718 -0.019 0.36
H 3.108 -6.142 0.475 0.25
H 2.519 -1.144 -0.734 0.47
C -1.643 -1.509 0.912 -1.55
C -4.788 1.987 1.631 -0.65
H -2.395 -0.115 -2.828 0.31
C -0.610 -4.644 -0.966 -1.21
H -5.067 -0.149 1.689 0.24
O 1.641 -5.677 -0.896 -0.50
C 3.852 0.527 -0.687 -0.70
N -1.913 -0.542 -0.158 0.73
H 5.851 5.118 1.253 0.35
N -3.819 1.929 0.560 -0.01
C -3.073 -0.695 -0.879 0.76
N 0.298 -0.022 -0.211 -0.13
H 4.778 4.395 -0.878 0.34
H -2.862 1.733 0.814 0.16
C 0.696 -4.746 -0.555 0.99
H 3.625 -5.118 -0.906 0.27
C -0.804 -2.661 0.425 0.48
H -2.621 -1.864 1.247 0.63
H 6.491 3.930 -0.842 0.31
C -3.044 1.634 -1.732 0.20
H -4.156 -0.009 -2.571 0.42
O 5.249 2.391 -0.631 -0.47
C 2.624 -0.080 -0.590 -0.40
O -5.274 2.226 -1.146 -0.69
H -2.385 -3.477 -0.753 0.54
H 0.752 2.644 0.143 0.45
O -3.941 -1.460 -0.527 -0.60
H -1.038 -5.357 -1.649 0.44
C 5.516 3.756 -0.378 -0.43
H 4.739 -0.045 -0.910 0.42
C 2.854 2.655 -0.192 -0.53
H -5.751 2.207 1.166 0.38
C 3.987 1.906 -0.493 0.82
C -3.179 0.165 -2.118 -1.45
O 2.560 -4.158 0.574 -0.52
C 1.251 -3.826 0.336 0.90
C 5.591 4.072 1.113 -1.02
C 0.525 -2.778 0.841 -0.95
H -4.525 2.803 2.313 0.32
C -1.353 -3.582 -0.456 -0.39
H -3.890 0.453 2.864 0.25
C -4.162 1.978 -0.736 0.40
H -5.617 0.695 3.141 0.41
H -1.133 -0.984 1.720 0.40
H 6.350 3.453 1.583 0.31
```

* E_tot: -49799.9660 eV
* SMILES string: CCNC(=O)[C@@H]1CC(=O)N(Cc2ccc3c(c2)OCO3)/C(=N/c2ccc(OCC)cc2)S1
* energy above the lowest of the compared OMol25 structures with the same formula, charge and spin: 53.4 kcal/mol
* frontier orbital gap: 0.309 hartree